(1)
Formula: C26H22AuN2O3PS2
Source: the Open Molecules 2025 dataset
Level of theory: the ωB97M-V functional and the def2-TZVPD basis

```
57
Properties=species:S:1:pos:R:3:forces:R:3
Au -0.30798 1.95448 -0.59566 -1.08 1.27 0.38
C 4.11496 2.95356 -3.92177 -0.04 -0.01 0.03
C 2.74008 2.79406 -4.05984 0.04 0.02 -0.07
C 1.92577 2.57350 -2.96648 0.01 -0.07 0.09
C 2.47432 2.50198 -1.67907 0.21 -0.02 -0.06
C 3.86456 2.65598 -1.53921 -0.07 0.04 0.00
C 4.66157 2.88045 -2.64836 0.06 0.01 -0.01
N 1.68671 2.24919 -0.55980 -0.12 0.16 0.17
N 2.31063 2.20161 0.61324 -0.11 -0.08 -0.14
C 1.46921 1.83080 1.61791 0.03 0.00 -0.17
C 1.96672 1.73274 2.92903 -0.08 -0.02 -0.06
C 1.12928 1.33736 3.95433 0.01 -0.01 -0.02
C -0.20288 1.04192 3.68478 0.03 0.00 -0.02
C -0.69653 1.14152 2.38371 -0.24 -0.05 -0.16
C 0.10771 1.53539 1.32796 0.43 -0.65 0.63
H 4.74351 3.12151 -4.78757 0.01 0.00 -0.01
H 2.28603 2.83988 -5.04286 0.00 -0.01 0.00
H 0.86018 2.47133 -3.09560 0.00 -0.01 0.00
H 4.29552 2.59159 -0.55267 0.00 -0.01 0.01
H 5.73192 2.99225 -2.50982 0.00 0.00 0.00
H 3.01037 1.96141 3.10640 0.02 0.01 -0.01
H 1.51396 1.25261 4.96511 0.00 0.00 0.00
H -0.86652 0.73425 4.48401 -0.01 0.00 0.00
H -1.74444 0.94210 2.20521 0.01 0.00 -0.01
O -0.69711 3.41448 -1.96174 0.06 -0.29 -0.47
S 0.07072 -3.79235 -2.79495 0.01 -0.03 0.05
P -0.16084 -2.27056 -1.53143 0.08 -0.13 -0.13
S 0.22615 -0.43241 -2.17724 -0.05 -0.29 -0.23
C 0.83839 -2.60439 -0.01944 -0.04 0.01 -0.02
C 0.71433 -3.83503 0.62500 0.00 0.01 -0.03
C 1.43177 -4.09731 1.77944 -0.01 -0.02 0.00
C 2.28441 -3.13059 2.30286 0.02 0.00 0.03
C 2.41377 -1.90801 1.66542 -0.04 0.03 -0.02
C 1.69152 -1.64452 0.50560 -0.04 -0.03 0.05
C -1.84714 -2.36244 -0.79553 0.05 -0.05 -0.02
C -2.20849 -1.42607 0.16676 -0.07 -0.04 0.05
C -3.44744 -1.49256 0.78529 0.03 0.05 0.00
C -4.34290 -2.49711 0.43611 -0.02 0.04 0.05
C -3.99113 -3.43043 -0.52710 0.06 -0.02 -0.06
C -2.74291 -3.36710 -1.13909 -0.05 0.07 0.03
H 0.05730 -4.58656 0.20266 0.00 0.00 -0.01
H 1.32623 -5.05555 2.27610 0.00 0.00 0.00
H 2.84021 -3.33148 3.21206 0.00 0.00 0.00
H 3.05768 -1.14112 2.07512 0.03 0.04 0.01
H 1.77573 -0.68904 0.00424 0.02 0.05 -0.02
H -1.51515 -0.63986 0.42467 0.07 0.09 0.03
H -3.71515 -0.74238 1.52211 -0.01 -0.04 -0.01
H -5.31586 -2.54621 0.91263 0.00 0.00 0.00
H -4.68855 -4.21283 -0.80539 0.00 -0.01 0.00
H -2.44437 -4.08673 -1.89048 0.01 -0.04 -0.02
C -4.68373 1.52662 -0.62465 -0.05 0.00 0.06
C -3.34856 1.85929 0.02863 0.09 0.03 0.00
O -3.29569 2.30637 1.16805 -0.03 0.05 0.02
O -2.37104 1.59788 -0.76550 0.82 -0.07 0.11
H -5.49926 1.74973 0.06146 -0.01 0.00 -0.01
H -4.69788 0.47004 -0.89354 0.00 0.00 -0.02
H -4.78970 2.10679 -1.54111 0.00 0.00 -0.01
```
Forces are in eV/Å.

Results
energy above the lowest of the compared OMol25 structures with the same formula, charge and spin	0.0	kcal per mole
frontier orbital gap (spin up / spin down)	5.91 / 6.80	eV
charge	-2
2S+1	3

Here are the natural (NBO) charges for atoms 1 to 4, given in e: 1.3839 -0.2760 -0.1991 -0.2418

---

(2)
Formula: C4H4FN3
Source: the Open Molecules 2025 dataset
Level of theory: the ωB97M-V functional and the def2-TZVPD basis

```
12
Properties=species:S:1:pos:R:3:forces:R:3
C -2.03879 0.48444 -0.72007 -2.34 3.49 0.11
C -0.78503 -0.08114 -0.96251 1.50 0.89 4.36
C -0.71332 1.15170 0.86898 -1.15 -0.07 0.96
C 2.45563 0.31022 0.17866 -1.77 0.14 -1.11
N -1.93651 1.26247 0.37331 -4.17 1.51 -0.29
N 3.14781 -0.17671 1.02423 1.84 -0.52 1.58
N -0.10685 0.28687 0.11809 5.85 -2.88 -1.97
F 2.65607 1.07681 -0.88868 0.64 0.37 -0.22
H -2.85246 0.68473 -1.44117 0.25 -0.61 0.79
H -0.35467 -0.82370 -1.51224 0.58 -1.66 -2.02
H -0.28344 1.59501 1.84399 -0.94 -0.67 -1.95
H 4.15749 -0.00322 1.11195 -0.28 0.00 -0.25
```
Forces are in eV/Å.

Results
energy above the lowest of the compared OMol25 structures with the same formula, charge and spin	0.0	kcal per mole
frontier orbital gap (spin up / spin down)	8.74 / 6.63	eV
charge	0
2S+1	3

Here are the natural (NBO) charges for atoms 1 to 4, given in e: 0.0788 0.0459 0.3249 0.6845

---

(3)
Formula: C6H8N
Source: the Open Molecules 2025 dataset
Level of theory: the ωB97M-V functional and the def2-TZVPD basis

```
15
Properties=species:S:1:pos:R:3:forces:R:3
C -1.82175 0.19428 0.24220 2.80 -1.89 -0.13
C -2.81853 0.96885 0.39408 -0.47 0.55 0.34
C -1.32803 -0.60710 -0.92921 -0.43 0.08 -0.49
C -0.69542 -0.96231 0.37988 -1.57 0.50 0.34
C 0.76629 -0.96264 0.55961 -0.46 1.25 0.01
C 1.19099 1.37297 0.01740 -0.28 1.10 -0.35
N 1.56617 0.02185 0.33730 0.10 -0.99 0.31
H -2.02872 -1.30945 -1.35970 0.03 -0.09 0.04
H -1.15188 -1.80599 0.88895 0.07 0.03 -0.15
H 1.17928 -1.90387 0.90228 0.22 -0.01 -0.16
H 0.16403 1.56783 0.32304 0.07 -0.06 -0.01
H 1.85847 2.06104 0.53517 -0.02 -0.12 0.05
H 1.29189 1.56610 -1.05307 0.01 -0.15 0.04
H -0.74174 -0.06138 -1.65887 0.11 -0.03 0.05
H 2.56894 -0.14019 0.42092 -0.19 -0.16 0.10
```
Forces are in eV/Å.

Results
energy above the lowest of the compared OMol25 structures with the same formula, charge and spin	151.4	kcal per mole
frontier orbital gap	8.96	eV
charge	+1

Here are the natural (NBO) charges for atoms 1 to 4, given in e: -0.4598 0.3374 -0.3014 -0.2770

---

(4)
Formula: C6H8FNO
Source: the Open Molecules 2025 dataset
Level of theory: the ωB97M-V functional and the def2-TZVPD basis

```
17
Properties=species:S:1:pos:R:3:forces:R:3
H 0.31237 -2.64582 0.77957 0.14 0.30 -0.37
N -0.62771 -2.30209 0.59905 -0.72 -1.34 0.59
C -0.77288 -1.10317 0.37991 1.60 4.03 -0.45
C -1.98482 -0.10588 0.32595 -0.50 -1.40 -1.16
F -2.68714 -0.11053 -0.89892 0.56 -0.01 0.44
C -0.96429 1.07197 0.38990 -0.09 0.55 2.19
O -1.09695 2.18714 0.83395 0.00 -0.76 -0.82
C 0.26498 0.24526 0.10853 -0.40 -2.24 -0.10
C 0.49320 0.24140 -1.43565 1.00 -2.69 0.86
C 1.67718 0.48708 0.70095 -0.59 1.98 -2.87
H -2.77375 -0.31756 1.07273 0.75 0.64 0.11
H 0.01806 -0.69193 -1.86953 -0.21 1.93 -0.30
H 1.54805 -0.08512 -1.43674 -0.29 0.47 -0.73
H 0.42858 1.24485 -1.82742 -0.47 -0.13 -0.70
H 1.93130 1.51487 0.21298 0.00 -1.60 1.00
H 2.44329 -0.21851 0.34485 -0.58 0.03 -0.05
H 1.79052 0.58802 1.71989 -0.20 0.22 2.36
```
Forces are in eV/Å.

Results
energy above the lowest of the compared OMol25 structures with the same formula, charge and spin	41.1	kcal per mole
frontier orbital gap	9.38	eV
charge	0
SMILES	[H]/N=C1/[C@H](F)C(=O)C1(C)C

Here are the natural (NBO) charges for atoms 1 to 4, given in e: 0.3616 -0.5975 0.3269 0.0465

---

(5)
Formula: C4H22NO9
Source: the Open Molecules 2025 dataset
Level of theory: the ωB97M-V functional and the def2-TZVPD basis

```
36
Properties=species:S:1:pos:R:3:forces:R:3
C -0.39241 0.00893 -0.62617 -0.28 -2.03 2.86
N -1.25121 -1.02508 -0.45267 -1.09 -0.67 1.06
C -2.13357 -1.50225 -1.51164 0.33 -2.47 -1.60
C -1.27069 -1.80111 0.75505 1.32 -3.78 1.16
C 0.24396 -2.22071 1.17738 -0.20 -0.11 -1.21
O 1.01139 -1.14093 1.38842 0.64 0.89 1.59
O -0.42754 0.59866 -1.66453 0.38 2.65 -2.31
H 0.35716 0.19546 0.22345 -1.43 -0.62 -0.94
H -2.87224 -2.39945 -1.15696 1.82 2.62 -0.47
H -2.72637 -0.68403 -2.01862 0.85 -0.99 0.45
H -1.37464 -2.08536 -2.24908 -2.06 1.49 0.93
H -1.89486 -1.40971 1.56556 0.49 0.60 0.01
H -1.72789 -2.87576 0.63868 0.51 1.97 -0.59
H 0.78500 -2.70921 0.25002 -1.68 -0.32 1.26
H 0.17312 -2.95836 2.06161 -0.02 0.62 -1.02
H 0.98519 1.83535 -0.54598 1.19 1.59 3.28
H 1.86332 1.86801 0.88491 0.41 -0.89 0.66
O 1.25017 2.34900 0.36193 -1.72 -0.26 -4.11
H 2.76401 -0.59213 -1.12800 0.64 -0.84 -1.48
H 1.78544 -0.85955 -2.17905 -3.83 0.16 -1.24
O 2.67854 -0.94464 -2.08252 3.47 0.43 2.42
H -0.45622 2.52666 1.88408 0.05 -0.20 0.47
H -0.36112 3.74175 1.06722 1.08 0.80 -1.37
O -0.88615 3.38177 1.74492 -1.14 -0.41 1.34
H -0.07267 -0.09835 -3.30211 -0.64 0.13 0.54
H 1.06260 0.91467 -3.46786 -0.92 -1.81 -0.82
O 0.64247 0.10203 -3.89118 1.65 1.60 -0.60
H -2.39844 1.59058 -0.09416 2.54 -1.82 -2.19
H -2.42443 2.68622 0.95118 1.77 1.29 1.08
O -2.91758 2.08038 0.45346 -4.50 0.38 0.94
H 0.39460 0.53076 3.82777 0.03 -0.01 0.75
H 0.39474 0.11038 2.38769 0.43 -0.06 -0.24
O 0.29280 0.91826 2.96794 -0.19 -0.05 -0.71
H 2.94694 0.74979 0.39364 -1.64 3.46 0.46
H 2.74047 -0.78015 0.96520 -1.09 1.29 -0.08
O 3.21610 -0.10188 0.42045 2.85 -4.61 -0.30
```
Forces are in eV/Å.

Results
energy above the lowest of the compared OMol25 structures with the same formula, charge and spin	108.1	kcal per mole
frontier orbital gap	8.24	eV
charge	-1

Here are the natural (NBO) charges for atoms 1 to 4, given in e: 0.4871 -0.4706 -0.4257 -0.2554

---

(6)
Formula: C2H10NO3
Source: the Open Molecules 2025 dataset
Level of theory: the ωB97M-V functional and the def2-TZVPD basis

```
16
Properties=species:S:1:pos:R:3:forces:R:3
O 2.26373 0.44565 0.94698 -0.14 0.20 0.00
C 1.34612 0.10173 1.63334 0.08 -0.02 -0.01
C -0.10199 0.30211 1.22326 0.77 0.10 0.73
N -0.25405 1.41131 0.24474 0.73 -0.39 0.11
H 1.45214 -0.35610 2.63207 0.23 -0.16 -0.15
H -0.46786 -0.65336 0.85348 -0.33 0.14 -0.17
H -0.61556 0.58734 2.13777 -0.42 -0.07 -0.09
H -1.19749 1.81732 0.41404 -0.07 0.51 -0.81
H 0.50045 2.10083 0.33167 -0.15 0.13 0.66
H -0.07744 1.11204 -0.70834 -0.66 -0.36 -0.36
H -3.11180 3.37977 0.26602 0.06 -0.02 0.02
H -3.53479 1.90830 0.46444 0.02 0.15 -0.01
O -2.76548 2.48757 0.38663 -0.11 -0.23 0.07
H 2.80967 -5.34161 -3.55426 0.59 -0.33 -0.08
H 1.81022 -4.28439 -3.94079 -0.07 -0.09 0.04
O 1.94415 -5.01852 -3.33103 -0.52 0.44 0.04
```
Forces are in eV/Å.

Results
energy above the lowest of the compared OMol25 structures with the same formula, charge and spin	20.1	kcal per mole
frontier orbital gap	9.87	eV
charge	+1

Here are the natural (NBO) charges for atoms 1 to 4, given in e: -0.4733 0.4229 -0.3452 -0.6926